C38H56O14 | the ωB97M-V functional and the def2-TZVPD basis

Each line ends with the Löwdin charge.
Cartesian coordinates (Å):
C  8.695  -0.423  -1.076  -0.0741
C  8.738  1.039  -1.477  -0.2641
O  7.604  1.689  -0.905  -0.1586
C  7.141  2.784  -1.669  -0.1859
C  5.998  3.426  -0.883  -0.1412
O  4.861  3.485  -1.742  -0.0228
C  3.660  3.718  -1.166  -0.2422
C  3.425  3.874  0.199  0.0122
C  2.130  4.073  0.666  0.0127
C  1.044  4.122  -0.195  -0.0934
C  1.292  4.003  -1.568  -0.0728
C  2.576  3.806  -2.042  0.0814
C  0.167  4.088  -2.545  -0.2905
O  0.373  4.223  -3.727  0.1089
C  -1.197  3.967  -1.982  -0.0918
C  -2.245  3.763  -2.869  0.0182
C  -3.537  3.628  -2.383  0.0163
C  -3.786  3.672  -1.016  -0.2474
O  -5.022  3.520  -0.473  -0.0258
C  -5.953  2.744  -1.232  -0.1440
C  -6.957  2.092  -0.292  -0.1795
O  -7.413  0.921  -0.941  -0.1528
C  -7.597  -0.205  -0.100  -0.2622
C  -7.426  -1.480  -0.933  -0.0602
C  -2.728  3.886  -0.140  0.0833
C  -1.436  4.044  -0.610  -0.0741
C  -0.321  4.295  0.336  -0.2977
O  -0.521  4.599  1.486  0.1139
H  8.149  -1.028  -1.791  0.0747
H  8.247  -0.537  -0.100  0.0528
H  9.707  -0.817  -0.984  0.0769
H  8.737  1.136  -2.563  0.1142
H  9.627  1.493  -1.035  0.1149
H  7.938  3.498  -1.881  0.1249
H  6.727  2.397  -2.603  0.1304
H  5.838  2.796  -0.014  0.1238
H  6.289  4.443  -0.618  0.1343
H  4.227  3.828  0.917  0.1062
H  1.994  4.174  1.732  0.1215
H  2.753  3.715  -3.104  0.1335
H  -2.040  3.720  -3.926  0.1145
H  -4.339  3.462  -3.086  0.1024
H  -6.480  3.417  -1.907  0.1330
H  -5.476  1.940  -1.785  0.1326
H  -6.489  1.889  0.671  0.1243
H  -7.812  2.755  -0.137  0.1260
H  -8.622  -0.179  0.278  0.1137
H  -6.891  -0.219  0.730  0.1100
H  -6.802  -2.198  -0.406  0.0667
H  -6.976  -1.265  -1.898  0.0723
H  -8.388  -1.957  -1.100  0.0654
H  -2.903  3.929  0.926  0.1340
O  7.152  -2.535  0.394  0.0848
C  6.240  -2.658  1.170  -0.5163
O  5.307  -3.594  0.933  0.0029
C  4.288  -3.936  1.883  -0.2252
C  3.084  -3.029  1.780  -0.0645
C  6.068  -1.726  2.347  0.0147
H  4.696  -3.959  2.895  0.1141
H  4.007  -4.960  1.638  0.1176
H  3.343  -1.998  2.012  0.0579
H  2.302  -3.348  2.466  0.0465
H  2.686  -3.045  0.763  0.0867
H  5.521  -0.843  2.019  0.0983
H  7.057  -1.424  2.684  0.0902
H  5.552  -2.165  3.195  0.0580
O  3.415  -0.976  4.295  0.0951
C  2.484  -1.144  5.037  -0.5144
O  1.605  -2.111  4.740  -0.0038
C  0.556  -2.536  5.611  -0.2355
C  -0.689  -1.694  5.442  -0.0568
C  2.238  -0.249  6.228  0.0169
H  0.901  -2.567  6.647  0.1132
H  0.344  -3.562  5.318  0.1054
H  -0.511  -0.652  5.713  0.0684
H  -1.497  -2.078  6.065  0.0817
H  -1.009  -1.711  4.400  0.0827
H  1.671  0.622  5.902  0.0966
H  3.202  0.081  6.609  0.0894
H  1.713  -0.736  7.047  0.0705
O  0.218  -4.040  2.786  0.1039
C  -0.524  -4.978  2.689  -0.5041
O  -1.567  -5.069  3.540  -0.0045
C  -2.613  -6.033  3.395  -0.2344
C  -2.262  -7.351  4.053  -0.0632
C  -0.268  -6.095  1.705  0.0222
H  -2.885  -6.155  2.345  0.1134
H  -3.476  -5.592  3.891  0.1228
H  -1.393  -7.815  3.585  0.0681
H  -3.099  -8.046  3.987  0.0825
H  -2.019  -7.194  5.104  0.0832
H  0.404  -6.820  2.162  0.0977
H  0.216  -5.669  0.830  0.0933
H  -1.168  -6.602  1.364  0.0716
O  -5.305  -0.133  -4.533  0.1064
C  -5.044  0.503  -5.516  -0.5263
O  -4.915  1.841  -5.408  -0.0151
C  -4.416  2.677  -6.455  -0.2376
C  -5.512  3.098  -7.411  -0.0618
C  -4.939  -0.140  -6.879  0.0137
H  -3.581  2.199  -6.968  0.1154
H  -4.012  3.554  -5.951  0.1160
H  -5.947  2.241  -7.926  0.0683
H  -5.121  3.787  -8.160  0.0829
H  -6.317  3.592  -6.867  0.0844
H  -5.933  -0.194  -7.320  0.0957
H  -4.558  -1.149  -6.747  0.0906
H  -4.267  0.374  -7.562  0.0708

As for the SMILES: CCOCCOc1ccc2c(c1)C(=O)c1ccc(OCCOCC)cc1C2=O.CCOC(C)=O.CCOC(C)=O.CCOC(C)=O.CCOC(C)=O. The calculation puts the total energy at -2534.90379 Ha. As for the lowest unoccupied orbital energy: -0.425 eV. Its HOMO energy is -8.60 eV. The multiplicity is 1.